(1)
2 unconnected molecules or ions with the total composition C4H8N2O2 in a non-equilibrium geometry, computed with ωB97M-V/def2-TZVPD.

Each line ends with the Mulliken charge.
CARTESIAN COORDINATES (ANGSTROEM)
C  0.210  0.019  -1.307  -1.162
C  0.281  0.386  0.117  0.776
C  0.494  -0.742  1.209  -1.343
N  0.193  1.574  0.607  -0.461
O  0.086  2.652  -0.383  -0.436
H  -0.722  0.077  -1.643  0.356
H  0.576  -1.051  -1.456  0.304
H  0.805  0.768  -1.832  0.402
H  0.497  -0.126  2.159  0.286
H  1.470  -1.115  0.959  0.411
H  -0.195  -1.451  0.902  0.523
H  0.205  3.460  0.272  0.373
N  -2.910  -0.688  0.407  -0.366
C  -4.055  -0.386  0.259  0.525
O  -5.161  -0.142  0.017  -0.430
H  -2.069  -0.483  1.027  0.242

Computed properties:
ΔE to the lowest compared entry with this formula, charge and spin in kJ/mol: 361.02
Multiplicity: 1
Orbital gap in hartree: 0.3878
E_LUMO in eV: 0.69
SMILES: CC(C)=NO.N=C=O

=====

(2)
A molecular structure, C34H22Br2IN2O2S2Tl, computed with ωB97M-V/def2-TZVPD.

Each line ends with the Mulliken charge.
CARTESIAN COORDINATES (ANGSTROEM)
Tl  -0.094  -0.337  1.011  1.630
S  7.262  -1.489  -0.088  -0.203
C  7.613  -3.160  -0.079  -0.326
C  6.480  -3.906  -0.039  -0.609
C  5.303  -3.103  -0.020  -0.399
C  5.557  -1.763  -0.050  0.275
C  4.587  -0.650  -0.039  0.710
C  3.205  -0.929  -0.015  -0.738
N  2.277  -0.002  0.003  0.067
C  2.634  1.294  -0.016  -0.557
C  3.972  1.691  -0.034  1.101
C  4.287  3.096  -0.053  -1.072
C  3.309  4.024  -0.081  -1.002
C  1.920  3.641  -0.100  1.172
C  0.869  4.570  -0.162  -0.635
C  -0.440  4.146  -0.236  0.929
C  -0.656  2.754  -0.221  -1.500
N  0.304  1.869  -0.089  -0.266
C  1.588  2.286  -0.055  -0.606
C  -1.610  5.038  -0.293  0.314
C  -2.929  4.688  -0.225  -0.292
C  -3.807  5.808  -0.282  -0.742
C  -3.142  6.987  -0.393  -0.329
S  -1.451  6.751  -0.435  -0.208
C  4.947  0.681  -0.039  -0.691
H  8.643  -3.496  -0.103  0.429
H  6.475  -4.990  -0.025  0.383
H  4.302  -3.523  0.006  0.500
H  2.844  -1.957  -0.003  0.268
H  5.333  3.393  -0.053  0.416
H  3.553  5.083  -0.104  0.434
H  1.102  5.631  -0.158  0.444
H  -1.658  2.352  -0.322  1.049
H  -3.286  3.663  -0.130  0.341
H  -4.888  5.730  -0.240  0.401
H  -3.548  7.989  -0.456  0.431
H  5.995  0.966  -0.049  0.446
Br  -1.139  3.475  5.180  -0.198
C  -2.463  2.379  4.370  -0.248
C  -3.527  1.923  5.122  -0.425
C  -4.483  1.132  4.494  -0.562
C  -4.372  0.819  3.146  -0.596
C  -3.276  1.258  2.413  0.462
C  -2.314  2.044  3.036  0.226
C  -3.200  0.970  0.925  -0.076
O  -4.109  1.403  0.224  -0.646
O  -2.185  0.288  0.480  -0.625
H  -3.612  2.180  6.171  0.398
H  -5.331  0.768  5.067  0.376
H  -5.141  0.236  2.650  0.453
H  -1.465  2.419  2.487  0.693
Br  0.218  -6.667  -1.583  -0.199
C  0.059  -4.910  -0.885  0.090
C  0.195  -3.829  -1.738  -0.621
C  0.106  -2.544  -1.214  -0.281
C  -0.123  -2.338  0.144  -0.001
C  -0.267  -3.443  0.978  -0.303
C  -0.180  -4.736  0.467  -0.624
H  0.360  -3.986  -2.796  0.438
H  0.211  -1.699  -1.888  0.398
H  -0.458  -3.316  2.040  0.180
H  -0.297  -5.593  1.118  0.441
I  -0.561  -1.034  4.412  -0.042
C  0.550  0.195  3.058  -1.304
H  1.592  -0.085  3.191  0.626
H  0.392  1.227  3.356  0.402

Computed properties:
ΔE to the lowest compared entry with this formula, charge and spin in kJ/mol: 4.91
Multiplicity: 1
Orbital gap in hartree: 0.2743
E_LUMO in eV: -1.06

=====

(3)
15 unconnected molecules or ions with the total composition C4H39N3O14 in a non-equilibrium geometry, computed with ωB97M-V/def2-TZVPD.

Each line ends with the Mulliken charge.
CARTESIAN COORDINATES (ANGSTROEM)
C  1.046  0.649  0.378  -0.540
C  0.733  0.063  -0.983  1.632
C  0.148  1.070  -1.925  -1.772
N  -1.412  -1.002  -3.576  -0.407
C  -1.850  -0.137  -2.526  -0.292
N  -1.338  0.812  -1.899  -0.244
N  2.400  0.181  1.157  -0.452
H  0.213  0.480  1.121  -0.173
H  1.285  1.714  0.590  0.466
H  1.811  -0.224  -1.275  -0.343
H  0.271  -0.986  -0.794  -0.357
H  0.453  1.059  -2.927  0.927
H  0.101  1.999  -1.410  0.331
H  -2.108  -1.296  -4.246  0.247
H  -0.481  -0.851  -4.129  0.230
H  -2.783  -0.615  -2.141  0.418
H  2.955  1.099  1.127  0.349
H  2.776  -0.574  0.603  0.131
H  -0.809  3.888  -2.680  0.300
H  -1.496  4.191  -1.449  0.316
O  -0.630  4.295  -1.873  -0.639
H  1.778  0.811  4.206  0.311
H  2.935  0.513  3.319  0.307
O  2.703  0.549  4.150  -0.658
H  -2.649  -3.871  -1.363  0.266
H  -1.629  -2.755  -1.727  0.295
O  -2.486  -2.900  -1.236  -0.553
H  2.218  -2.759  -1.599  0.282
H  3.377  -2.365  -2.410  0.308
O  2.418  -2.126  -2.289  -0.580
H  2.079  -2.980  1.303  0.277
H  3.456  -3.150  1.669  0.316
O  2.858  -3.375  0.972  -0.621
H  -1.762  1.800  1.355  0.328
H  -2.515  3.006  0.891  0.280
O  -2.293  2.589  1.738  -0.683
H  -1.360  -2.172  3.057  0.341
H  -2.432  -2.828  2.322  0.325
O  -2.299  -2.330  3.166  -0.649
H  0.369  -2.818  1.277  0.125
H  -0.456  -4.046  0.800  0.310
O  -0.321  -3.026  0.727  -0.406
H  -4.275  1.597  -0.390  0.284
H  -2.859  1.878  -0.884  0.352
O  -3.579  2.195  -0.459  -0.636
H  -3.783  -0.505  1.044  0.312
H  -3.681  -1.145  -0.412  0.260
O  -4.215  -0.842  0.272  -0.612
H  2.317  1.639  -3.300  0.364
H  3.074  0.431  -2.907  0.300
O  2.728  0.842  -3.705  -0.655
H  3.201  3.725  0.639  0.281
H  2.543  4.077  -0.783  0.287
O  2.832  3.438  -0.160  -0.574
H  1.115  -1.032  2.733  0.294
H  0.653  -1.992  3.713  0.218
O  1.033  -1.959  2.872  -0.570
H  -0.179  2.162  2.980  0.313
H  -1.529  1.991  3.551  0.309
O  -0.672  1.916  3.725  -0.577

Computed properties:
ΔE to the lowest compared entry with this formula, charge and spin in kJ/mol: 586.45
Multiplicity: 1
Orbital gap in hartree: 0.3573
E_LUMO in eV: 0.03

=====

(4)
A molecular structure, C21H35AuN5SSi3, computed with ωB97M-V/def2-TZVPD.

Each line ends with the Mulliken charge.
CARTESIAN COORDINATES (ANGSTROEM)
Au  -0.734  0.178  0.726  1.439
N  0.100  2.696  4.949  -0.421
C  -0.460  2.468  3.747  0.620
S  -0.137  3.496  2.467  -0.429
N  -1.303  1.402  3.803  -1.325
N  -1.665  0.711  2.742  0.692
C  -2.663  -0.105  2.956  -0.765
C  -2.737  -1.327  2.203  0.771
C  -3.789  -2.221  2.413  -0.896
C  -3.765  -3.465  1.824  -0.315
C  -2.671  -3.812  1.039  -1.409
C  -1.674  -2.884  0.853  -0.499
N  -1.692  -1.660  1.403  -0.113
H  0.622  3.542  5.088  0.214
H  -0.169  2.128  5.735  0.229
H  -3.233  -0.009  3.871  0.417
H  -4.603  -1.918  3.057  0.444
H  -4.576  -4.162  1.983  0.436
H  -2.584  -4.785  0.578  0.448
H  -0.813  -3.130  0.260  0.815
C  1.455  -3.174  0.099  -1.104
Si  0.816  -2.099  -1.304  -0.057
C  -0.848  -2.702  -1.954  -1.300
C  1.967  -2.299  -2.771  -1.075
C  0.747  -0.270  -0.768  0.772
Si  2.275  0.328  0.278  0.294
C  3.842  -0.396  -0.448  -1.101
C  2.125  -0.233  2.064  -1.001
C  2.472  2.179  0.257  -0.759
Si  0.438  0.856  -2.247  -0.540
C  1.957  1.320  -3.223  -0.933
C  -0.853  0.264  -3.458  -1.256
C  -0.418  2.309  -1.416  0.515
C  -0.656  3.551  -1.976  -0.864
C  -1.616  4.393  -1.428  -0.398
C  -2.336  3.965  -0.332  -0.886
C  -2.016  2.750  0.244  -0.109
N  -1.077  1.952  -0.289  0.111
H  1.226  -4.226  -0.095  0.505
H  1.056  -2.917  1.082  0.343
H  2.541  -3.095  0.172  0.307
H  -0.968  -3.769  -1.747  0.529
H  -0.867  -2.589  -3.038  0.438
H  -1.720  -2.182  -1.555  0.372
H  1.979  -3.360  -3.038  0.437
H  2.994  -1.992  -2.588  0.346
H  1.592  -1.763  -3.646  0.312
H  3.908  -1.480  -0.368  0.290
H  4.678  0.029  0.116  0.452
H  3.982  -0.113  -1.492  0.310
H  2.193  -1.316  2.175  0.313
H  1.230  0.112  2.593  0.244
H  2.968  0.212  2.602  0.461
H  2.653  2.597  -0.732  0.284
H  3.341  2.425  0.875  0.455
H  1.620  2.689  0.704  -0.058
H  2.402  0.431  -3.672  0.348
H  2.731  1.829  -2.653  0.337
H  1.657  1.972  -4.049  0.437
H  -0.503  -0.567  -4.072  0.371
H  -1.076  1.096  -4.134  0.446
H  -1.786  -0.031  -2.974  0.333
H  -0.114  3.840  -2.867  0.452
H  -1.813  5.362  -1.869  0.473
H  -3.107  4.571  0.119  0.435
H  -2.522  2.398  1.127  0.365

Computed properties:
Multiplicity: 1
Orbital gap (spin up / spin down) in hartree: 0.1959 / 0.1959
E_LUMO (spin up / spin down) in eV: -4.80 / -4.80
Total charge: +1